Density functional theory data (ωB97M-V with the def2-TZVPD basis set) for a structure of composition C21H13Cl3IrN2O5S.

XYZ file:
```
46
Properties=species:S:1:pos:R:3:forces:R:3
Ir -1.0598 -1.5095 -0.8666 -0.801 3.257 1.094
O 2.7165 -2.5265 -1.7814 0.220 -0.099 0.057
S 1.7370 -1.5061 -1.8818 0.750 0.966 0.033
O 0.5499 -1.6766 -2.6907 0.418 0.123 -0.473
N 0.9634 -1.3227 -0.3723 -1.609 -0.418 -0.497
C 1.3679 -1.3070 0.8829 0.191 0.030 -0.141
C 2.7151 -1.2830 1.3053 0.103 0.016 0.159
C 3.0288 -1.2255 2.6529 0.111 0.018 -0.132
C 2.0412 -1.1960 3.6235 0.139 -0.037 -0.087
C 0.6750 -1.2687 3.2632 -0.484 -0.008 -0.587
C -0.3756 -1.3101 4.2030 -0.041 -0.002 -0.236
C -1.6741 -1.4158 3.7628 0.096 -0.011 0.016
C -1.9194 -1.4825 2.3872 0.066 0.050 0.464
N -0.9505 -1.4193 1.5002 -0.157 -0.069 -0.652
C 0.3266 -1.3205 1.8912 0.023 0.006 0.971
C 2.4572 0.0977 -2.1510 -0.327 -0.797 0.001
C 1.6126 1.1279 -2.5244 -0.126 0.171 -0.143
C 2.1611 2.3707 -2.7937 -0.040 -0.127 0.130
C 3.5306 2.5613 -2.6673 0.041 -0.016 -0.001
C 4.3620 1.5169 -2.2875 -0.063 -0.110 0.100
C 3.8246 0.2666 -2.0199 0.144 -0.055 -0.075
H 3.4899 -1.3168 0.5578 0.149 -0.006 -0.072
H 4.0663 -1.2061 2.9525 0.045 0.020 -0.007
H 2.3019 -1.1324 4.6683 0.070 -0.019 0.125
H -0.1476 -1.2743 5.2576 0.007 0.021 0.115
H -2.5011 -1.4580 4.4538 -0.038 -0.025 0.070
H -2.9255 -1.6015 2.0100 -0.083 0.030 -0.042
H 0.5557 0.9392 -2.6247 -0.120 0.086 -0.088
H 1.5276 3.1839 -3.1103 -0.070 0.078 -0.025
H 3.9573 3.5307 -2.8758 0.030 0.068 -0.046
H 5.4276 1.6674 -2.2102 0.071 0.022 0.006
H 4.4497 -0.5729 -1.7596 0.134 -0.077 0.009
Cl -6.5632 3.0609 -0.4391 0.242 -0.132 -0.077
C -5.0494 2.3336 -0.6497 0.093 0.060 -0.011
C -4.9750 0.9394 -0.8626 0.339 -0.703 -0.120
C -3.7451 0.3497 -0.9764 -0.254 0.593 0.113
Cl -3.5402 -1.3422 -1.2686 0.084 -0.494 -0.111
C -2.5208 1.0896 -0.8701 0.132 -0.285 0.038
O -1.3811 0.5292 -0.8684 0.241 0.263 -0.068
C -2.6463 2.5228 -0.7338 -0.234 0.122 0.073
Cl -1.2122 3.4275 -0.6847 -0.056 0.040 0.011
C -3.8854 3.1106 -0.6151 0.376 0.127 -0.022
H -5.8839 0.3599 -0.9349 -0.050 -0.047 0.001
H -3.9654 4.1813 -0.4911 0.031 0.026 0.023
O -0.9634 -3.3834 -0.7788 -1.162 -3.158 0.358
O -1.9619 -4.1115 -0.5835 1.368 0.503 -0.251
```
Forces are in eV/Å.

Summary:
highest occupied orbital energy (spin up / spin down): -0.5311 / -0.5500 hartree
net charge: +2
molecular weight: 704.0 g/mol
Kohn-Sham gap (spin up / spin down): 7.94 / 5.62 eV
spin multiplicity: 6
⟨S²⟩: 8.830
DFT total energy: -3176.0480 hartree
energy above the lowest of the compared OMol25 structures with the same formula, charge and spin: 25.16 kcal/mol

---

Density functional theory data (ωB97M-V with the def2-TZVPD basis set) for a structure of composition C21H13N3O7Pt.

XYZ file:
```
45
Properties=species:S:1:pos:R:3:forces:R:3
Pt -0.0940 0.6158 -0.3671 -0.048 0.330 -1.446
O -0.6496 1.6274 1.4410 -0.193 0.184 0.418
C -1.7343 2.0084 1.9479 0.132 -0.280 -0.032
C -2.2779 3.3072 1.6971 -0.165 0.392 0.009
C -3.4022 3.7090 2.3445 0.244 0.046 -0.176
C -4.0752 2.8528 3.2562 -0.033 -0.291 0.157
C -3.6194 1.5821 3.4937 -0.216 0.095 0.116
C -2.4653 1.1146 2.8511 0.375 -0.273 -0.140
C -1.9730 -0.2042 3.0417 -0.516 0.634 0.000
N -0.9488 -0.6041 2.3594 0.349 -0.520 0.194
N -0.2825 -1.6488 2.2482 -0.614 0.246 0.184
C 0.8725 -1.6518 1.4857 0.792 0.174 -0.591
O 1.2954 -0.6356 0.9272 -0.212 -0.382 0.389
C 1.5402 -2.9559 1.3752 0.007 -0.183 0.210
C 1.3071 -3.9614 2.3175 -0.025 0.147 -0.087
C 1.9456 -5.1807 2.1943 0.003 -0.039 -0.007
C 2.8002 -5.4056 1.1213 0.001 0.010 0.014
C 3.0193 -4.4136 0.1753 0.029 -0.058 0.000
C 2.3977 -3.1840 0.3010 -0.053 0.214 -0.042
H -1.7713 3.9353 0.9781 0.025 -0.056 0.003
H -3.7988 4.6989 2.1625 -0.015 -0.005 -0.023
H -4.9653 3.2061 3.7587 -0.006 -0.003 -0.011
H -4.1508 0.9237 4.1699 -0.004 0.021 0.007
H -2.4712 -0.8740 3.7382 0.133 -0.128 -0.035
H 0.6301 -3.7716 3.1393 -0.007 -0.042 0.041
H 1.7736 -5.9608 2.9239 0.002 0.014 0.010
H 3.2925 -6.3645 1.0209 -0.005 0.003 -0.008
H 3.6673 -4.6046 -0.6692 -0.009 0.034 -0.012
H 2.5292 -2.4111 -0.4459 0.024 -0.089 0.034
O 1.9909 2.3828 -5.9285 0.133 -0.137 -0.110
C 1.4344 1.9984 -4.7656 -0.226 -0.023 0.313
C 0.5443 2.8108 -4.0585 0.049 0.008 -0.104
C 0.0415 2.3417 -2.8652 -0.170 0.152 0.192
N 0.4003 1.1578 -2.4003 0.098 -0.131 0.422
C 1.1876 0.3367 -3.0833 -0.045 -0.144 0.068
C 1.7440 0.7248 -4.2794 0.088 0.017 -0.146
C 1.2791 -1.0524 -2.4495 0.168 0.159 -0.294
O 2.0670 -1.8708 -2.8936 -0.098 0.060 0.075
O 0.4340 -1.2214 -1.4960 -0.133 0.034 0.359
C -1.0125 3.0481 -2.0018 0.273 0.033 -0.418
O -1.3695 4.1738 -2.3121 -0.001 -0.129 0.121
O -1.4374 2.3202 -1.0393 -0.052 -0.168 0.328
H 1.6834 3.2603 -6.1733 -0.051 0.103 0.009
H 0.2303 3.7848 -4.4136 -0.005 -0.010 -0.003
H 2.3918 0.0554 -4.8275 -0.026 -0.016 0.013
```
Forces are in eV/Å.

Summary:
highest occupied orbital energy (spin up / spin down): -0.3070 / -0.3373 hartree
net charge: 0
molecular weight: 614.4 g/mol
Kohn-Sham gap (spin up / spin down): 7.39 / 5.91 eV
spin multiplicity: 5
⟨S²⟩: 6.084
DFT total energy: -1618.1787 hartree

---

Density functional theory data (ωB97M-V with the def2-TZVPD basis set) for a structure of composition C21H14Cl2NO9Se3TeZr.

XYZ file:
```
52
Properties=species:S:1:pos:R:3:forces:R:3
Zr -0.8108 0.1917 -1.9677 0.914 -1.302 0.129
Se -1.7869 -2.2393 -2.1725 -1.073 -1.447 -0.731
Se -2.0297 -4.4188 -1.7388 -0.156 -0.259 0.374
Te 1.6791 -4.0889 -1.8830 0.121 -0.238 0.021
Se 0.6361 -1.8754 -2.3248 1.517 -1.634 -0.936
O -3.8394 4.4822 0.7923 -0.270 0.354 0.245
C -3.2594 3.7005 0.1018 0.183 -0.227 -0.220
C -3.8635 2.4875 -0.6025 0.397 -0.046 -0.055
O -5.0260 2.1960 -0.6536 -0.493 -0.104 0.029
C -2.7169 1.7410 -1.1518 -0.011 0.614 0.267
C -1.5280 2.4416 -0.9318 -0.606 0.412 0.245
O -0.3474 1.9960 -1.3217 0.018 1.538 0.814
C -1.7632 3.6752 -0.1832 0.068 -0.183 -0.146
O -0.9507 4.4921 0.1687 0.176 0.254 0.133
O -2.7649 0.5604 -1.7091 -1.429 0.904 0.446
Cl 1.5708 0.9350 -3.2991 0.830 0.308 -0.443
C 0.8883 0.2458 -4.8182 -0.431 0.828 0.106
Cl 1.0286 1.4536 -6.1138 0.072 -0.138 -0.017
C -0.6141 -0.0077 -4.5315 0.343 0.238 -1.155
O -1.1236 -1.0246 -4.9133 -0.185 0.069 -0.772
O -1.1601 0.9405 -3.8177 -0.117 -0.257 -1.331
H 1.4208 -0.6431 -5.0977 0.170 -0.280 0.058
C 1.6683 0.4990 3.5027 -0.113 -0.062 -0.034
O 1.1978 0.4760 2.1595 -0.421 -0.146 0.224
C 2.1672 0.3122 1.2215 -0.031 -0.002 0.100
C 2.9911 1.3895 0.9236 0.068 0.142 -0.022
C 4.0364 1.2610 0.0347 0.046 -0.023 -0.096
C 4.2602 0.0319 -0.5771 0.095 0.131 -0.039
C 3.4282 -1.0293 -0.3070 -0.028 -0.187 -0.083
C 2.3573 -0.9090 0.5829 -0.056 0.095 -0.338
N 1.6414 -2.1093 0.8186 0.133 0.675 0.472
C 0.5636 -2.4535 1.4667 -0.105 -0.308 -0.105
C -0.6051 -1.7652 1.8454 -0.376 0.472 0.485
C -1.2580 -2.2228 3.0171 0.335 -0.059 -0.149
C -2.3875 -1.6186 3.4807 -0.233 0.094 0.187
C -2.9652 -0.5815 2.7259 0.107 -0.100 0.009
C -2.4207 -0.1826 1.5332 0.086 -0.067 0.260
C -1.2133 -0.7383 1.0611 0.070 -0.772 0.101
O -0.7473 -0.4932 -0.1126 0.425 0.955 2.630
H 0.7863 0.5990 4.1316 0.012 0.001 -0.008
H 2.3392 1.3422 3.6781 0.025 0.019 -0.035
H 2.1872 -0.4329 3.7493 0.007 0.010 -0.017
H 2.7843 2.3318 1.4151 -0.019 -0.007 -0.008
H 4.6758 2.1070 -0.1812 -0.028 0.007 -0.006
H 5.0802 -0.0950 -1.2717 -0.025 -0.006 -0.002
H 3.5860 -1.9861 -0.7926 -0.024 0.042 -0.027
H 2.0906 -2.9070 0.3674 0.272 -0.409 -0.126
H 0.5802 -3.5111 1.7186 -0.125 -0.090 -0.170
H -0.8092 -3.0454 3.5656 -0.052 0.020 -0.021
H -2.8486 -1.9488 4.4023 -0.010 0.006 -0.036
H -3.8765 -0.1087 3.0719 -0.014 -0.044 -0.033
H -2.9290 0.5472 0.9375 -0.063 0.212 -0.174
```
Forces are in eV/Å.

Summary:
highest occupied orbital energy: -0.1423 hartree
net charge: -1
molecular weight: 951.0 g/mol
Kohn-Sham gap: 4.78 eV
DFT total energy: -9980.4580 hartree
energy above the lowest of the compared OMol25 structures with the same formula, charge and spin: 82.39 kcal/mol

---

Question: Look up the net charge of the second one.
Answer: 0

---

Question: The highest molecular weight belongs to which entry?
Answer: C21H14Cl2NO9Se3TeZr

---

Question: Which value of molecular weight does entry 2 give?
Answer: 614.4 g/mol

---

Question: Which formula does entry 3 have?
Answer: C21H14Cl2NO9Se3TeZr